(1)
{
  "formula": "C22H14BrCl4IN3O5ReS2",
  "method": "the ωB97M-V functional and the def2-TZVPD basis",
  "elements": ["Re", "I", "Br", "Cl", "Cl", "Cl", "Cl", "S", "S", "O", "O", "O", "O", "O", "N", "N", "N", "C", "C", "C", "C", "C", "C", "C", "C", "C", "C", "C", "C", "C", "C", "C", "C", "C", "C", "C", "C", "C", "C", "H", "H", "H", "H", "H", "H", "H", "H", "H", "H", "H", "H", "H", "H"],
  "positions_angstrom": [[-0.0566, -0.0453, -0.3577], [2.1120, 1.5731, -0.1248], [4.5738, 3.8152, 0.2372], [-4.3089, -0.1846, 3.3411], [-3.4623, -5.3661, 2.1146], [-1.7229, -4.4687, -0.3372], [-4.7313, -3.2088, 3.9670], [-3.0706, 2.0885, -3.4910], [-0.4995, 0.7908, -2.6556], [-1.4045, -1.5980, -0.5497], [-1.7960, 2.1381, 0.1053], [-2.6739, 0.3594, 1.0657], [1.8519, -1.4401, -0.1382], [0.1996, -0.6798, 1.6683], [2.0589, -1.6806, 1.1150], [-2.9525, -0.1900, -2.3478], [1.2437, -1.3285, 2.0211], [-3.1981, -3.7067, 1.8040], [4.8675, -2.9308, 3.1467], [5.2918, -3.3922, 0.8231], [2.9596, 5.7363, -1.1190], [-4.6838, 1.3253, -3.0552], [-2.7565, -0.9906, 1.3127], [-2.4196, -3.3158, 0.7203], [-3.5646, -1.3831, 2.3762], [3.2679, -2.3031, 1.4845], [-2.1884, 0.7957, -2.7791], [5.6828, -3.4557, 2.1516], [4.0840, -2.8183, 0.4812], [1.8240, 6.1668, -1.7848], [1.9437, 3.5801, -0.8401], [3.6539, -2.3543, 2.8232], [0.8038, 4.0089, -1.4919], [3.0244, 4.4338, -0.6511], [-3.7729, -2.7397, 2.6390], [-4.3878, -0.0275, -2.3974], [0.7525, 5.3072, -1.9715], [-2.1479, -1.9524, 0.4689], [-1.7193, 0.9714, 0.3752], [6.6209, -3.9239, 2.4101], [1.7769, 7.1784, -2.1550], [5.9299, -3.7906, 0.0514], [-5.1870, 2.0113, -2.3754], [-0.0354, 3.3417, -1.6164], [3.7633, -2.7656, -0.5462], [-2.5278, -1.0135, -1.9162], [-0.1313, 5.6403, -2.4917], [3.7991, 6.3926, -0.9559], [5.1847, -2.9687, 4.1774], [3.0080, -1.9411, 3.5806], [-4.7929, -0.0624, -1.3789], [-4.8213, -0.8579, -2.9641], [-5.2652, 1.2298, -3.9696]],
  "atomic_forces_ev_per_a": [[-0.8, -0.4, 0.6], [0.3, 0.4, -0.1], [0.1, 0.2, 0.0], [0.0, 0.2, 0.1], [0.0, -0.1, 0.0], [0.1, -0.1, -0.1], [-0.1, -0.1, 0.2], [0.1, -0.2, 0.2], [1.3, -0.4, 1.0], [2.1, 0.9, -0.7], [0.1, 0.2, 0.0], [-0.8, 0.2, 0.4], [-1.3, 0.5, -0.9], [-0.7, 0.8, -2.4], [-1.6, 0.8, 0.2], [0.7, 0.6, -0.2], [1.4, -0.7, 1.0], [-0.1, 0.3, 0.0], [0.0, -0.1, -0.1], [0.1, 0.0, 0.2], [0.0, -0.1, 0.0], [0.1, 0.3, -0.2], [0.2, -1.0, -0.4], [0.2, 0.6, 0.1], [0.2, -0.2, -0.1], [1.4, -0.8, 0.4], [-1.6, -0.7, 0.3], [0.0, 0.0, 0.0], [-0.4, 0.2, 0.0], [0.0, -0.1, 0.0], [-0.1, -0.1, 0.1], [-0.2, 0.1, -0.2], [-0.1, -0.2, 0.1], [0.1, -0.4, 0.2], [0.3, 0.1, -0.3], [-0.5, -0.2, 0.0], [0.1, 0.0, 0.0], [-1.5, -0.2, 1.6], [1.1, -1.0, -0.8], [0.1, 0.0, 0.0], [0.0, 0.1, 0.0], [0.0, -0.1, -0.1], [0.0, -0.1, -0.1], [-0.1, 0.0, 0.0], [0.0, 0.0, -0.1], [0.1, 0.1, 0.1], [-0.1, 0.1, 0.0], [0.1, 0.1, 0.0], [0.0, 0.0, 0.1], [0.0, 0.0, 0.1], [0.1, 0.0, -0.2], [0.0, 0.1, 0.1], [0.0, 0.0, 0.1]],
  "mulliken_charge": [0.5636, 0.4422, -0.1996, -0.1500, -0.1642, -0.1624, -0.1681, -0.0480, -0.3705, -0.9254, -0.5099, -0.3894, -0.8466, -0.2981, 1.2224, 0.0347, -0.6534, 0.1361, -0.6468, -0.5746, -0.4721, -0.5084, 0.0660, 0.2050, -0.1804, 0.2675, 0.4599, -0.4301, -0.3141, -0.5385, 0.3249, -0.2224, 0.1463, -0.0157, 0.5165, -0.5598, -0.7790, 0.8563, 0.7948, 0.3975, 0.3911, 0.3861, 0.3619, 0.2339, 0.4064, 0.2258, 0.4138, 0.4066, 0.3944, 0.4688, 0.2121, 0.3907, 0.4021],
  "total_energy_ev": -189772.337,
  "e_homo_ha": [-0.40180, -0.40153],
  "spin_multiplicity": 2,
  "charge": 1,
  "e_lumo_ev": [-5.6, -5.1],
  "max_force_ha_per_bohr": 0.051
}



(2)
{
  "formula": "C22H14F6N4O8SSbV",
  "method": "the ωB97M-V functional and the def2-TZVPD basis",
  "elements": ["Sb", "V", "S", "F", "F", "F", "F", "F", "F", "O", "O", "O", "O", "O", "O", "O", "O", "N", "N", "N", "N", "C", "C", "C", "C", "C", "C", "C", "C", "C", "C", "C", "C", "C", "C", "C", "C", "C", "C", "C", "C", "C", "C", "H", "H", "H", "H", "H", "H", "H", "H", "H", "H", "H", "H", "H", "H"],
  "positions_angstrom": [[-2.5549, 2.8755, 0.4927], [-0.4971, 0.5989, 0.4175], [2.2758, 0.9361, 0.2252], [-0.8374, 2.2816, 1.4614], [-1.3189, 2.3014, -0.8913], [-2.0593, 4.6335, 0.5647], [-3.3342, 2.6872, 2.1494], [-2.4465, 0.8014, 0.4914], [-4.0831, 2.8410, -0.5105], [3.0288, -0.0390, -0.4690], [-0.2094, -3.0518, -1.0922], [-3.0051, 1.6929, -3.7268], [1.0165, 1.4832, -0.4331], [-0.6432, -0.5222, -0.6711], [-1.7196, -4.8094, -5.8379], [-3.6489, 1.0831, -5.7036], [-2.9467, -3.5152, -7.0736], [-2.2912, -3.7777, -6.1005], [-0.9355, -0.6899, 2.0392], [-3.1179, 0.9031, -4.6433], [1.2506, 0.2065, 1.3329], [3.2993, 4.3832, 1.8516], [-2.6913, -1.4406, -5.3638], [3.1819, 2.2194, 0.8654], [-1.9068, -0.6637, -3.2099], [-1.2679, -2.5675, 4.0949], [2.4914, -2.1978, 3.8155], [-2.3482, -2.0187, 3.4426], [1.4058, -0.7407, 2.2530], [2.5948, -1.2515, 2.8181], [1.2441, -2.6488, 4.2726], [-2.5497, -0.4523, -4.4013], [-1.3833, -1.9387, -2.9690], [4.5795, 2.1067, 0.8128], [0.0255, -2.1630, 3.7084], [5.3288, 3.1610, 1.2960], [-1.5005, -2.9776, -3.9148], [4.6913, 4.2865, 1.8119], [-2.1544, -1.0914, 2.4153], [-0.7156, -2.3079, -1.7757], [2.5234, 3.3496, 1.3748], [0.1268, -1.2223, 2.6903], [-2.1535, -2.6884, -5.0888], [5.0501, 1.2344, 0.3794], [-3.0040, -0.6683, 1.9010], [1.4440, 3.4190, 1.3749], [-3.2058, -1.2518, -6.2994], [3.5604, -0.9010, 2.4773], [6.4082, 3.1153, 1.2588], [1.2044, -3.3836, 5.0682], [2.8296, 5.2749, 2.2427], [3.3871, -2.6039, 4.2670], [-1.4069, -3.2933, 4.8874], [-1.1003, -3.9712, -3.7545], [5.2881, 5.1105, 2.1812], [-3.3609, -2.2917, 3.7061], [-1.8384, 0.1551, -2.5120]],
  "atomic_forces_ev_per_a": [[0.1, 0.0, 0.4], [0.3, -0.5, -0.9], [-0.3, 0.0, 0.2], [-0.2, 0.2, 0.1], [-0.1, 0.0, 0.1], [0.1, -0.1, -0.2], [0.0, 0.0, -0.1], [-0.2, 0.0, 0.2], [0.2, 0.0, -0.1], [0.0, 0.0, 0.0], [0.0, 0.7, 0.2], [0.0, 0.0, -0.1], [0.2, 0.2, -0.1], [0.2, 0.9, 0.9], [-0.1, 0.0, 0.0], [0.1, 0.0, 0.0], [0.0, 0.0, 0.0], [0.1, 0.0, 0.0], [0.0, -0.1, 0.1], [-0.1, -0.1, 0.1], [-0.1, -0.1, -0.1], [0.0, 0.0, 0.0], [0.0, 0.0, 0.0], [0.0, 0.0, 0.0], [0.0, 0.1, 0.0], [0.0, 0.0, 0.0], [0.0, 0.0, 0.0], [0.0, 0.0, 0.0], [0.0, 0.1, 0.1], [0.0, 0.0, 0.0], [0.0, 0.0, 0.0], [0.0, 0.0, 0.0], [0.0, 0.5, 0.2], [0.0, 0.0, 0.0], [0.0, 0.0, 0.0], [0.0, 0.0, 0.0], [0.1, -0.1, 0.0], [0.0, 0.0, 0.0], [0.0, 0.0, 0.1], [-0.1, -1.7, -1.1], [0.0, 0.0, 0.0], [0.0, 0.0, 0.0], [0.0, 0.0, 0.0], [0.0, 0.0, 0.0], [0.0, 0.0, 0.0], [0.0, 0.0, 0.0], [0.0, 0.0, 0.0], [0.0, 0.0, 0.0], [0.0, 0.0, 0.0], [0.0, 0.0, 0.0], [0.0, 0.0, 0.0], [0.0, 0.0, 0.0], [0.0, 0.0, 0.0], [0.0, 0.0, 0.0], [0.0, 0.0, 0.0], [0.0, 0.0, 0.0], [0.0, 0.0, 0.0]],
  "mulliken_charge": [2.2440, 0.4889, 1.4520, -0.3727, -0.6835, -0.4361, -0.4852, -0.6959, -0.4469, -0.6455, -0.1908, -0.5911, -0.4905, 0.0438, -0.5657, -0.5320, -0.5398, 1.0366, 0.4509, 1.0641, 0.4697, -0.8003, -0.4530, 0.5306, -0.3185, -0.5681, -0.8297, -0.9241, 0.8058, -0.8378, -0.7158, -0.3698, 0.7689, -0.2956, 0.6249, -0.7988, -0.8113, -0.4007, -0.0577, 0.7789, -0.3494, 0.5668, -0.3309, 0.5260, 0.5489, 0.3660, 0.6522, 0.5119, 0.4444, 0.4921, 0.4632, 0.4696, 0.5189, 0.6095, 0.4447, 0.4677, 0.6956],
  "e_above_lowest_kj_mol": 0.0,
  "total_energy_ev": -104714.808,
  "e_homo_ha": [-0.66416, -0.66424],
  "spin_multiplicity": 2,
  "charge": 3,
  "e_lumo_ev": [-11.7, -12.7],
  "max_force_ha_per_bohr": 0.039
}